Computed, not measured: a 5-piece molecular cluster, C23H31BrF12NO10S overall at a distorted geometry, with ωB97M-V/def2-TZVPD.

Summary:
**Charge**: -1
**Max |F|**: 0.02858 hartree/bohr
**Kohn-Sham gap**: 5.0878 eV
**Electronic energy**: -159806.888 eV
**Highest occupied orbital energy**: -0.1194 Ha

Cartesian coordinates (Å):
C1 1.504 -3.101 -0.555
C2 0.613 -1.913 -0.185
O1 0.491 -0.912 -1.179
C3 1.713 -0.320 -1.588
C4 2.698 -0.003 -0.474
O2 3.647 0.872 -1.044
C5 4.525 1.511 -0.084
C6 5.821 0.835 0.246
Br1 5.396 -0.651 1.634
N1 6.282 0.216 -1.030
C7 6.123 -0.933 -1.327
S1 5.778 -2.389 -1.876
H1 2.324 -2.846 -1.225
H2 1.967 -3.484 0.357
H3 0.934 -3.929 -0.979
H4 -0.402 -2.287 -0.035
H5 0.910 -1.497 0.784
H6 2.223 -0.912 -2.355
H7 1.461 0.633 -2.059
H8 2.208 0.426 0.409
H9 3.211 -0.923 -0.174
H10 3.970 1.705 0.836
H11 4.781 2.474 -0.538
C8 0.241 -9.743 0.445
C9 -0.571 -8.629 -0.178
O3 -0.994 -7.670 0.813
C10 -0.083 -6.771 1.167
O4 1.033 -6.677 0.758
C11 -0.694 -5.790 2.188
F1 -1.381 -6.446 3.138
F2 -1.544 -4.956 1.571
F3 0.247 -5.069 2.777
H12 -0.321 -10.219 1.250
H13 0.482 -10.494 -0.307
H14 1.171 -9.362 0.863
H15 -1.493 -9.014 -0.609
H16 -0.017 -8.119 -0.965
C12 -4.241 -6.228 3.937
C13 -4.195 -5.381 5.187
O5 -4.856 -4.112 4.990
C14 -6.174 -4.122 5.090
O6 -6.877 -5.060 5.330
C15 -6.719 -2.692 4.892
F4 -6.149 -2.091 3.845
F5 -6.469 -1.956 5.985
F6 -8.035 -2.717 4.698
H17 -3.820 -5.684 3.094
H18 -3.671 -7.143 4.084
H19 -5.267 -6.495 3.682
H20 -3.168 -5.129 5.444
H21 -4.639 -5.893 6.040
C16 -0.018 2.954 -1.417
C17 0.635 3.505 -2.661
O7 -0.347 3.782 -3.694
C18 -1.014 4.908 -3.595
O8 -0.911 5.756 -2.753
C19 -1.982 5.045 -4.791
F7 -2.651 3.912 -5.017
F8 -1.293 5.354 -5.901
F9 -2.866 6.017 -4.569
H22 -0.609 2.069 -1.654
H23 0.747 2.676 -0.693
H24 -0.682 3.688 -0.959
H25 1.309 2.773 -3.101
H26 1.211 4.407 -2.456
C20 0.405 9.330 -3.529
C21 0.351 8.669 -2.170
O9 1.547 8.953 -1.406
C22 1.588 10.127 -0.804
O10 0.750 10.981 -0.815
C23 2.904 10.255 -0.008
F10 3.955 9.856 -0.731
F11 2.845 9.501 1.097
F12 3.106 11.519 0.360
H27 1.306 9.027 -4.064
H28 -0.467 9.041 -4.115
H29 0.419 10.417 -3.440
H30 0.316 7.590 -2.278
H31 -0.528 8.979 -1.607

Charge distribution, Mulliken scheme, values in e:
1 C -0.822
2 C -0.206
3 O -0.462
4 C -0.468
5 C 0.024
6 O -0.356
7 C -0.580
8 C -0.366
9 Br -0.388
10 N -0.309
11 C 0.434
12 S -0.434
13 H 0.326
14 H 0.225
15 H 0.233
16 H 0.294
17 H 0.246
18 H 0.258
19 H -0.046
20 H 0.319
21 H 0.257
22 H 0.398
23 H 0.374
24 C -1.118
25 C -0.224
26 O -0.310
27 C 0.241
28 O -0.494
29 C 1.060
30 F -0.273
31 F -0.273
32 F -0.247
33 H 0.302
34 H 0.383
35 H 0.320
36 H 0.322
37 H 0.324
38 C -1.023
39 C -0.250
40 O -0.319
41 C 0.333
42 O -0.518
43 C 0.917
44 F -0.242
45 F -0.254
46 F -0.243
47 H 0.201
48 H 0.344
49 H 0.407
50 H 0.340
51 H 0.306
52 C -1.085
53 C -0.055
54 O -0.337
55 C 0.362
56 O -0.578
57 C 0.908
58 F -0.251
59 F -0.268
60 F -0.246
61 H 0.322
62 H 0.262
63 H 0.412
64 H 0.306
65 H 0.249
66 C -1.175
67 C 0.113
68 O -0.334
69 C 0.312
70 O -0.526
71 C 0.929
72 F -0.244
73 F -0.250
74 F -0.245
75 H 0.313
76 H 0.345
77 H 0.377
78 H 0.103
79 H 0.322